ORCA calculation (ωB97M-V with the def2-TZVPD basis set) on a 2-piece molecular cluster, C3H8S overall.

Values from the calculation:
Relative energy (zero: lowest compared OMol25 entry of this formula, charge and spin) = 177.0 kJ/mol
Frontier orbital gap = 0.36500 Eh
2S+1 = 1
Charge = 0
HOMO = -0.331 Ha
Strongest force on any atom = 2.55 eV/Å

Each line ends with the Löwdin charge.
Positions of all 12 atoms, in Å:
H: 4.201 -0.378 -2.208  0.040
C: 3.797 0.324 -0.342  -0.090
H: -3.894 -1.601 0.722  0.026
C: 3.983 0.518 -1.641  -0.079
H: 3.569 1.332 -2.205  0.041
H: 3.860 1.066 0.457  0.045
H: 3.910 -0.628 0.174  0.042
S: -2.907 0.540 1.368  0.624
H: -2.634 0.845 0.095  -0.161
H: -4.952 -0.352 0.390  0.027
C: -4.225 -0.642 1.151  -0.542
H: -4.706 -1.023 2.039  0.026

Atoms 1-2, force components in eV/Å:
H -0.13 0.00 -0.35
C 1.40 0.24 1.48